The following is a quantum chemistry calculation of a molecular structure, C57H75CoN5S3Si4Te in a non-equilibrium geometry, from OMol25.

Computed properties:
Charge: 0
Kohn-Sham gap in eV: 4.01
Energy in Ha: -6493.886762
Multiplicity: 4
Lowest unoccupied orbital energy in eV: -1.1
HOMO in eV: -5.1

XYZ file:
```
146
Properties=species:S:1:pos:R:3:forces:R:3:lowdin_charge:R:1
Te 0.8904 0.1909 2.2684 0.28 0.38 0.47 0.28
Co 1.2434 -0.5714 -2.0881 0.06 -0.13 0.29 0.59
S -1.3371 -2.0355 -2.2625 0.89 -0.38 -0.08 0.79
S -0.8898 1.6968 -1.5531 1.52 -0.61 0.65 0.79
S -3.0706 0.2391 -2.7243 1.96 -0.42 1.69 0.91
Si 3.0332 -0.6704 5.4427 0.46 -0.16 0.14 0.35
Si 0.8371 2.6078 5.3305 -0.08 0.69 0.04 0.36
Si -0.7429 -0.7328 6.0679 -0.34 0.07 0.52 0.40
Si 0.9766 0.3079 4.7606 0.02 -0.20 -0.23 -0.10
N 2.9494 -0.0396 -1.8436 0.93 0.49 -0.19 -0.09
N -2.4787 1.3289 -1.7771 -1.21 -0.39 -0.89 -0.38
N -2.7597 -1.2497 -2.4235 -0.92 1.03 -0.48 -0.37
N 0.0734 0.6365 -1.2103 -1.95 2.33 0.08 -0.30
N -0.1264 -1.5459 -2.9429 -1.68 -1.42 -0.73 -0.34
C -0.6481 3.4049 4.4271 0.37 -0.39 0.10 -0.23
C -2.5755 4.3120 1.0657 0.01 0.10 0.07 -0.06
C -0.2988 3.9757 -5.4715 0.02 0.00 -0.02 -0.07
C 5.2551 -2.8428 -2.6387 -0.10 -0.07 -0.02 -0.28
C 2.4240 3.5177 4.7718 -0.42 -0.38 0.06 -0.22
C -0.1408 1.9586 -4.1832 0.30 -0.16 0.20 -0.10
C -3.2535 1.8501 -4.9085 0.13 -0.44 0.63 -0.07
C -1.8396 -1.3897 0.3816 -0.24 0.11 0.00 -0.12
C 3.4469 -3.6247 -1.2409 0.15 -0.21 -0.10 -0.27
C 3.4250 -0.3502 7.2877 -0.15 -0.12 -0.43 -0.22
C 5.1401 1.0988 -1.4820 -0.18 0.05 -0.08 -0.03
C -6.9975 -0.5562 -2.7342 -0.55 0.31 0.11 -0.06
C 3.5254 -1.2763 -1.9230 1.10 -0.79 0.20 -0.32
C -1.2539 -2.5743 5.8346 0.35 0.39 -0.08 -0.23
C -2.7938 0.6175 -4.4308 -0.58 -0.10 -0.97 -0.30
C -1.2713 -2.3071 -0.4766 -0.21 0.08 -0.48 -0.32
C 2.9157 -2.3462 -1.2117 0.08 0.34 -0.24 -0.02
C -7.5595 0.6818 -2.4227 0.50 -0.14 -0.05 -0.05
C -1.1627 -2.7686 2.2242 -0.10 -0.07 -0.13 -0.10
C 4.6979 -1.5794 -2.6429 -0.27 0.05 0.03 -0.01
C 2.8034 -4.7609 -0.4947 -0.01 0.04 -0.08 -0.05
C 4.5765 -0.0523 4.4901 -0.59 -0.08 0.10 -0.22
C -2.7282 1.1569 -7.1445 0.02 -0.14 0.47 -0.05
C -3.7770 -5.2003 -2.7590 -0.01 -0.05 0.07 -0.06
C 2.9018 -2.5606 5.1815 -0.02 0.55 0.05 -0.22
C -5.6324 -0.7167 -2.7858 0.96 0.28 0.11 -0.04
C -1.7664 -1.6157 1.7463 -0.33 -0.21 -0.10 -0.17
C -2.2893 -0.0756 -6.6649 0.02 0.36 -0.49 -0.05
C -0.8811 4.0051 -3.1408 -0.04 0.09 0.06 -0.05
C -1.1163 2.9578 -0.2710 -0.50 -0.07 -0.26 -0.30
C -3.1684 -4.0544 -2.2835 -0.02 -0.07 -0.01 -0.08
C -0.6343 -3.4445 -0.0120 0.19 -0.06 -0.25 -0.08
C 3.7547 1.6076 -3.5360 -0.02 -0.14 0.30 -0.04
C -0.5814 -3.6736 1.3529 -0.08 0.02 -0.03 -0.06
C -2.0349 -5.4513 -4.3943 -0.13 -0.16 0.01 -0.07
C -3.2164 2.1143 -6.2569 0.07 -0.06 -0.37 -0.06
C 2.9547 2.2868 -1.2904 0.15 -0.32 -0.14 -0.07
C 6.5459 -3.0690 -3.3734 -0.07 0.02 0.07 -0.05
C 0.5836 3.1059 7.1617 0.12 -0.33 -0.40 -0.23
C 3.7059 1.1871 -2.0515 0.21 0.40 -0.12 -0.60
C -2.3898 0.2517 5.9804 0.51 -0.20 -0.07 -0.23
C -1.4221 -4.2995 -3.9280 0.33 0.48 0.25 -0.06
C -5.3638 1.6237 -2.2036 0.87 -0.53 -0.02 -0.06
C -2.3970 3.3192 0.1182 -0.04 -0.07 -0.11 -0.08
C -4.8035 0.3741 -2.4993 -1.17 0.31 -0.31 -0.28
C -0.1629 -0.6184 7.8895 -0.11 0.02 -0.48 -0.23
C -1.9887 -3.6147 -2.8666 -0.22 0.15 0.04 -0.31
C -0.0112 3.5585 0.3178 0.13 -0.30 -0.28 -0.07
C -3.2070 -5.9051 -3.8100 0.08 0.10 -0.12 -0.07
C -2.3295 -0.3584 -5.3164 -0.10 0.20 0.92 -0.05
C -0.0066 2.6222 -5.3908 0.06 0.03 0.06 -0.07
C -0.1961 4.5564 1.2593 -0.14 0.10 -0.11 -0.07
C -0.5866 2.6556 -3.0745 -0.14 -0.06 0.49 -0.29
C 4.6239 -3.8670 -1.9477 -0.11 0.08 0.06 -0.03
C -0.7155 4.6697 -4.3474 -0.03 0.06 0.07 -0.06
C -6.7308 1.7679 -2.1587 -0.51 -0.14 0.01 -0.06
C -1.4767 4.9512 1.6202 -0.04 -0.09 -0.18 -0.08
H -3.6236 2.5773 -4.2024 -0.06 0.18 -0.01 0.11
H 0.3272 2.0879 -6.2657 0.07 -0.10 -0.09 0.11
H 0.6592 5.0190 1.7274 0.11 -0.02 0.00 0.12
H -3.6865 -6.7962 -4.1876 -0.02 -0.08 0.00 0.11
H 5.4040 2.0309 -0.9893 0.02 0.11 0.07 0.08
H -4.7004 2.4464 -1.9980 0.03 0.21 0.06 0.10
H 3.2757 3.1991 5.3636 0.20 -0.12 0.17 0.01
H 4.2733 0.8733 -4.1475 0.04 -0.09 -0.07 0.07
H 4.2773 2.5598 -3.6260 0.02 0.09 -0.08 0.08
H -1.1358 -2.9487 3.2839 0.08 -0.02 0.13 0.07
H -5.1767 -1.6623 -3.0306 -0.01 -0.19 -0.03 0.11
H 6.4859 -2.6422 -4.3743 0.09 -0.04 -0.06 0.08
H 2.1471 -4.3981 0.2918 -0.05 0.02 0.09 0.06
H 0.4350 -1.4799 8.1699 0.15 -0.20 -0.01 0.01
H -4.6966 -5.5483 -2.3138 -0.08 -0.02 0.07 0.11
H 0.1074 0.9070 -4.0779 -0.01 -0.02 -0.13 0.09
H 2.6507 3.2987 3.7343 0.02 -0.14 -0.28 0.01
H -2.2485 1.2589 6.3617 0.06 0.22 0.06 0.00
H 4.4431 -0.6301 7.5467 0.21 -0.09 -0.07 0.02
H 4.7483 1.0052 4.6715 -0.03 0.22 0.05 0.01
H -7.1621 2.7265 -1.9118 0.01 0.07 0.01 0.11
H -2.1480 -2.6665 5.2234 -0.12 0.02 -0.15 0.01
H -2.7587 0.3398 4.9622 -0.01 0.02 -0.24 0.01
H -3.2381 2.8137 -0.3266 -0.11 0.06 0.10 0.08
H 0.9781 3.2408 0.0432 0.23 -0.09 0.03 0.08
H -2.3031 -0.5027 -0.0203 -0.09 0.07 0.16 0.08
H 2.6170 -2.7898 4.1595 -0.08 0.05 -0.26 0.01
H 5.8769 0.9263 -2.2621 0.12 -0.06 -0.01 0.07
H 2.7422 1.7239 -3.9253 -0.06 0.04 -0.02 0.06
H -2.6885 1.3734 -8.2001 -0.03 -0.01 -0.13 0.11
H 0.5496 4.1871 7.2715 0.02 0.22 -0.13 0.02
H -0.8983 5.7341 -4.3999 -0.07 0.02 -0.03 0.11
H -0.4591 -3.1546 5.3719 0.12 -0.11 -0.09 0.00
H 3.8398 -3.0690 5.3835 0.25 -0.02 0.09 0.02
H 2.7593 -0.9078 7.9368 -0.19 -0.11 0.14 0.00
H -3.5764 4.5804 1.3721 -0.05 0.04 0.01 0.11
H 2.1476 -2.9879 5.8353 -0.19 -0.07 0.19 0.01
H 2.2157 -5.3742 -1.1830 -0.05 -0.04 0.04 0.08
H -3.5744 3.0648 -6.6241 0.02 0.07 -0.02 0.12
H 1.3865 2.7431 7.7946 0.21 -0.12 0.16 0.01
H -0.3476 2.7142 7.5576 -0.22 -0.14 0.08 0.01
H -0.1956 4.4964 -6.4119 0.06 0.03 -0.09 0.11
H -2.2161 -0.9190 2.4355 0.07 0.12 0.01 0.09
H -1.6214 5.7413 2.3425 0.02 -0.01 0.08 0.11
H 2.9234 2.0384 -0.2314 -0.08 -0.01 0.15 0.08
H -8.6311 0.7970 -2.3894 -0.11 0.00 0.01 0.11
H -1.5886 3.1326 4.8957 -0.19 -0.13 0.17 0.01
H -0.5937 4.4899 4.4207 0.15 0.27 0.12 0.02
H 5.0632 -4.8542 -1.9385 0.03 -0.15 0.03 0.11
H 2.3458 4.5961 4.8735 -0.17 0.24 0.10 0.02
H 3.4396 3.2513 -1.4312 0.05 0.11 -0.02 0.09
H -1.9171 -0.8160 -7.3578 0.04 -0.06 0.00 0.11
H -0.2021 -4.1323 -0.7222 0.13 -0.21 -0.02 0.11
H -0.6933 3.0732 3.3957 0.04 -0.19 -0.14 -0.02
H -0.5139 -3.9223 -4.3761 0.13 0.04 -0.02 0.11
H -1.6008 -5.9975 -5.2175 0.08 -0.02 -0.08 0.11
H -3.1756 -0.2135 6.5727 -0.02 -0.18 0.14 0.02
H 3.5641 -5.4029 -0.0496 -0.05 -0.01 0.03 0.08
H 0.4440 0.2642 8.0545 0.15 0.24 0.04 0.00
H 2.0684 -2.1236 -0.5588 0.09 -0.03 0.16 0.09
H 6.7763 -4.1297 -3.4494 0.06 -0.02 -0.04 0.07
H -7.6450 -1.3955 -2.9343 -0.02 -0.11 -0.04 0.11
H 1.9380 2.3325 -1.6702 -0.11 0.11 -0.01 0.03
H 4.4598 -0.1819 3.4187 -0.13 -0.01 -0.22 0.01
H 5.1923 -0.8106 -3.2109 0.04 0.13 -0.05 0.09
H 5.2102 0.2922 -0.7567 0.06 0.03 0.12 0.09
H 5.4810 -0.5813 4.7855 0.02 -0.18 0.20 0.02
H -1.0036 -0.5695 8.5748 -0.27 -0.03 0.10 0.02
H 3.3069 0.7026 7.5265 -0.03 0.25 0.03 0.01
H -1.4693 -3.0502 6.7919 -0.02 0.15 0.15 0.02
H 7.3620 -2.5702 -2.8472 0.07 -0.05 -0.04 0.08
H -1.2230 4.5322 -2.2603 0.01 0.05 0.00 0.11
H -3.6009 -3.4808 -1.4785 -0.10 -0.04 0.15 0.11
H -1.9821 -1.3024 -4.9223 0.00 -0.10 -0.08 0.09
H -0.0914 -4.5545 1.7403 0.04 -0.09 -0.03 0.11
```
Forces are in eV/Å.